# C65H52Br2N2O16

A cluster of 9 separate species, C65H52Br2N2O16 in total (the ωB97M-V functional and the def2-TZVPD basis, the Open Molecules 2025 dataset).

As for the multiplicity: 1. The energy above the lowest of the compared OMol25 structures with the same formula, charge and spin is 0.000 eV. Its total charge is 0. Its structure (SMILES) is CCCCCCc1ccc2nccnc2c1/C(Br)=C(\C)Br.O=C1C=CC(=O)C=C1.O=C1C=CC(=O)C=C1.O=C1C=CC(=O)C=C1.O=C1C=CC(=O)C=C1.O=C1C=CC(=O)C=C1.O=C1C=CC(=O)C=C1.O=C1C=CC(=O)C=C1.O=C1C=CC(=O)C=C1. The value obtained for the HOMO energy is -8.9 eV. As for the maximum force: 0.5 eV/Å. Its LUMO energy is -1.679 eV.

Each line ends with the Mulliken charge.
Cartesian coordinates (Å):
C  4.50  -2.20  -0.75  -1.020
C  5.09  -1.09  -1.61  -0.218
C  5.47  0.15  -0.82  -0.473
C  4.24  0.93  -0.31  0.340
C  4.04  2.25  -1.05  -0.750
C  2.62  2.83  -1.01  -1.714
C  1.50  1.83  -1.06  0.748
C  0.96  1.39  0.18  -0.118
C  -0.07  0.51  0.26  -0.857
C  -0.61  -0.03  -0.92  0.251
N  -1.64  -0.92  -0.85  -0.524
C  -2.08  -1.40  -1.98  -0.564
C  -1.54  -1.00  -3.23  -0.626
N  -0.57  -0.13  -3.33  -0.377
C  -0.08  0.38  -2.17  0.244
C  0.97  1.34  -2.22  1.181
C  1.39  1.83  -3.55  -0.772
Br  3.03  1.20  -4.22  -0.075
C  0.60  2.66  -4.23  0.382
C  -0.75  3.09  -3.75  -1.376
Br  1.04  3.32  -5.94  -0.175
H  3.54  -1.91  -0.31  0.003
H  4.35  -3.10  -1.34  0.511
H  5.17  -2.45  0.07  0.256
H  5.96  -1.50  -2.12  0.219
H  4.37  -0.82  -2.39  0.062
H  6.04  0.80  -1.49  0.426
H  6.11  -0.14  0.02  0.192
H  3.36  0.30  -0.42  -0.339
H  4.38  1.14  0.75  0.188
H  4.69  2.99  -0.58  0.369
H  4.38  2.16  -2.08  0.456
H  2.49  3.42  -0.10  0.605
H  2.49  3.52  -1.85  0.397
H  1.38  1.80  1.09  0.420
H  -0.49  0.21  1.21  0.607
H  -2.91  -2.10  -1.96  0.522
H  -1.94  -1.43  -4.14  0.508
H  -1.03  4.05  -4.17  0.678
H  -1.49  2.36  -4.09  0.233
H  -0.78  3.13  -2.66  0.180
C  0.40  -3.26  0.69  -0.227
C  -0.48  -4.15  0.22  -0.123
C  -0.30  -5.60  0.44  0.192
O  -1.10  -6.41  0.00  -0.562
C  0.90  -6.04  1.20  -0.571
C  1.78  -5.15  1.67  -0.296
C  1.59  -3.70  1.46  0.425
O  2.37  -2.89  1.92  -0.597
H  0.28  -2.20  0.54  0.340
H  -1.36  -3.85  -0.34  0.498
H  1.01  -7.10  1.36  0.412
H  2.65  -5.45  2.23  0.521
C  9.14  -0.04  -1.18  0.104
C  9.89  0.79  -1.90  -0.486
C  10.49  0.37  -3.19  0.311
O  11.18  1.13  -3.84  -0.557
C  10.22  -1.02  -3.65  -0.374
C  9.47  -1.85  -2.94  -0.529
C  8.87  -1.43  -1.64  0.382
O  8.20  -2.19  -0.99  -0.608
H  8.69  0.24  -0.24  0.467
H  10.09  1.81  -1.58  0.443
H  10.67  -1.30  -4.60  0.428
H  9.26  -2.86  -3.25  0.454
C  -6.05  2.55  -2.65  -0.523
C  -6.87  1.98  -1.76  -0.463
C  -6.34  1.19  -0.62  0.126
O  -7.08  0.67  0.19  -0.682
C  -4.86  1.05  -0.51  -0.346
C  -4.05  1.62  -1.39  -0.210
C  -4.58  2.42  -2.52  0.220
O  -3.83  2.94  -3.32  -0.549
H  -6.43  3.14  -3.47  0.508
H  -7.94  2.07  -1.83  0.764
H  -4.50  0.46  0.33  0.558
H  -2.97  1.54  -1.33  0.528
C  -9.68  -0.78  -3.68  -0.347
C  -9.74  -2.04  -4.10  -0.365
C  -9.10  -2.47  -5.36  0.335
O  -9.15  -3.62  -5.74  -0.545
C  -8.38  -1.43  -6.15  -0.366
C  -8.32  -0.17  -5.73  -0.399
C  -8.96  0.26  -4.47  0.546
O  -8.90  1.40  -4.09  -0.544
H  -10.15  -0.44  -2.76  0.428
H  -10.26  -2.81  -3.54  0.409
H  -7.91  -1.77  -7.07  0.413
H  -7.80  0.60  -6.29  0.432
C  -8.73  6.15  -0.37  -0.527
C  -8.39  6.60  0.84  -0.321
C  -7.00  6.50  1.33  0.377
O  -6.69  6.90  2.43  -0.620
C  -5.99  5.91  0.42  -0.349
C  -6.33  5.46  -0.79  -0.191
C  -7.73  5.53  -1.27  0.379
O  -8.05  5.09  -2.35  -0.581
H  -9.75  6.20  -0.74  0.440
H  -9.11  7.04  1.52  0.438
H  -4.98  5.84  0.80  0.408
H  -5.61  5.01  -1.45  0.515
C  1.15  -5.50  7.86  -0.408
C  0.96  -6.28  6.80  -0.402
C  1.43  -5.86  5.45  0.468
O  1.25  -6.57  4.49  -0.504
C  2.11  -4.55  5.34  -0.060
C  2.30  -3.77  6.40  -0.480
C  1.83  -4.19  7.75  0.331
O  2.00  -3.49  8.72  -0.539
H  0.82  -5.79  8.86  0.401
H  0.47  -7.24  6.86  0.415
H  2.44  -4.25  4.35  0.314
H  2.79  -2.81  6.35  0.440
C  -7.54  3.47  5.40  -0.410
C  -7.21  4.00  4.22  -0.392
C  -7.25  3.18  2.98  0.349
O  -6.95  3.65  1.90  -0.230
C  -7.66  1.76  3.10  -0.355
C  -7.99  1.23  4.27  -0.427
C  -7.95  2.04  5.52  0.257
O  -8.25  1.56  6.59  -0.555
H  -7.52  4.03  6.32  0.430
H  -6.91  5.03  4.11  0.429
H  -7.68  1.20  2.17  0.551
H  -8.29  0.20  4.38  0.448
C  11.58  -1.13  4.06  -0.389
C  10.40  -0.62  3.73  -0.417
C  9.70  -1.02  2.47  0.377
O  8.63  -0.54  2.17  -0.509
C  10.38  -2.02  1.61  -0.071
C  11.56  -2.53  1.94  -0.452
C  12.25  -2.13  3.19  0.325
O  13.33  -2.59  3.49  -0.545
H  12.10  -0.85  4.96  0.400
H  9.88  0.11  4.34  0.430
H  9.86  -2.30  0.70  0.391
H  12.08  -3.26  1.33  0.445